C4H9NOSi | ωB97M-V with the def2-TZVPD basis set

Computed properties:
Relative energy (zero: lowest compared OMol25 entry of this formula, charge and spin) (kcal/mol): 149.2
HOMO-LUMO gap (Ha): 0.3858
LUMO (eV): 0.9
Total charge: 0
Largest force on an atom (eV/A): 3.44
HOMO level (eV): -9.626

```
16
Properties=species:S:1:pos:R:3:forces:R:3:lowdin_charge:R:1
H -0.264 0.798 1.115 1.266 -0.288 0.614 0.07
N -2.518 -0.794 -0.444 -1.574 -2.328 -0.278 -0.04
H 0.599 0.450 -1.940 -0.972 0.322 0.114 0.05
H 3.136 0.509 -1.473 -0.172 -1.323 0.930 -0.05
H 2.846 -0.313 0.879 0.018 -0.148 0.055 -0.10
C -2.460 -0.979 0.802 1.960 1.284 -0.264 -0.03
H -1.874 -0.321 1.426 -0.456 0.397 0.574 0.05
C -0.232 0.874 0.052 -0.752 0.078 -2.035 -0.17
H -2.557 -1.977 1.113 -0.751 -1.077 0.452 0.06
H -1.452 1.927 -1.279 0.428 2.697 -2.087 0.09
Si 2.378 -0.494 -0.505 -0.977 2.182 -1.335 0.64
O -2.195 0.306 -1.067 -1.562 -0.290 -1.472 -0.13
C -1.605 1.379 -0.441 1.875 -0.841 2.662 -0.22
H 2.422 -1.913 -0.961 0.044 0.330 0.092 -0.09
C 0.632 0.368 -0.856 1.612 -0.675 2.269 -0.26
H -2.199 1.891 0.335 0.013 -0.322 -0.290 0.13
```
Forces are in eV/Å.